Entry 1:
Formula: C15H36BIN2O11P2
Source: OMol25
Level of theory: wB97M-V/def2-TZVPD

SMILES: C[C@H](O)C[C@@]1(I)C[C@H](B(O)N(C)C)C(=O)N1.COP(=O)(OC)OC.COP(=O)(OC)OC
DFT total energy: -68990.3384 eV
Spin multiplicity: 1

The geometry in XYZ format:
```
68
C15H36BIN2O11P2 wB97M-V/def2-TZVPD
C 8.585 -1.827 -0.630
C 7.519 -1.709 0.580
O 7.027 -3.021 0.899
C 6.389 -0.617 0.262
C 4.898 -1.166 0.269
I 4.133 -1.804 2.237
C 3.751 -0.086 -0.174
C 2.935 -0.716 -1.427
B 1.854 -1.904 -1.061
O 2.060 -3.290 -1.436
N 0.589 -1.625 -0.280
C -0.523 -2.343 -0.996
C 0.691 -2.222 1.109
C 4.182 -1.519 -2.070
O 4.556 -1.581 -3.249
N 4.781 -2.130 -0.864
H 8.065 -1.968 -1.637
H 9.276 -0.917 -0.658
H 9.188 -2.782 -0.454
H 8.111 -1.335 1.485
H 6.864 -3.556 0.101
H 6.599 -0.203 -0.779
H 6.511 0.259 0.986
H 4.411 0.697 -0.690
H 3.149 0.263 0.719
H 2.542 0.044 -2.190
H 2.211 -3.362 -2.404
H -0.653 -3.414 -0.602
H -1.528 -1.816 -0.905
H -0.308 -2.459 -2.116
H 1.013 -1.461 1.887
H -0.341 -2.621 1.406
H 1.476 -3.051 1.118
H 5.666 -2.470 -1.261
C -6.705 0.358 1.086
O -6.514 -0.605 0.051
P -5.072 -0.425 -0.862
O -5.599 0.883 -1.453
O -5.508 -1.698 -1.797
C -6.788 -1.702 -2.409
O -3.604 -0.279 -1.741
C -3.667 0.100 -3.104
H -7.365 -0.070 1.842
H -5.756 0.625 1.554
H -7.177 1.251 0.672
H -7.151 -0.692 -2.610
H -7.500 -2.228 -1.769
H -6.713 -2.239 -3.356
H -3.920 1.157 -3.197
H -4.382 -0.511 -3.657
H -2.676 -0.051 -3.537
C -2.205 3.667 5.014
O -1.761 4.204 3.769
P -2.903 4.131 2.488
O -2.849 2.603 2.435
O -1.809 4.806 1.472
C -0.537 4.197 1.319
O -4.116 4.249 1.286
C -3.984 3.459 0.115
H -1.629 4.129 5.817
H -3.265 3.871 5.174
H -2.029 2.589 5.030
H -0.575 3.119 1.485
H 0.175 4.651 2.012
H -0.191 4.379 0.299
H -4.189 2.412 0.333
H -2.993 3.566 -0.329
H -4.724 3.806 -0.609
```


Entry 2:
Formula: C3H6O3
Source: OMol25
Level of theory: wB97M-V/def2-TZVPD

Energy relative to the best compared isomer or geometry (same formula, charge and spin): 3.500 eV
Spin multiplicity: 1

The geometry in XYZ format:
```
12
C3H6O3 wB97M-V/def2-TZVPD
O -0.241 -1.293 -0.512
C 0.946 -0.429 -0.638
C 0.518 0.507 0.504
O 0.204 1.811 0.148
C -0.774 -0.351 0.662
O -1.811 0.126 -0.004
H -1.184 -0.684 -0.880
H 0.993 0.034 -1.626
H 1.832 -1.038 -0.453
H 1.198 0.504 1.361
H -0.734 1.757 -0.131
H -0.947 -0.945 1.568
```


Entry 3:
Formula: C25H27N3O4S
Source: OMol25
Level of theory: wB97M-V/def2-TZVPD

SMILES: Cc1cccc(NS(=O)(=O)c2ccc(C(=O)N3CCN(c4ccccc4O)CC3)cc2)c1C
Energy relative to the best compared isomer or geometry (same formula, charge and spin): 1.229 eV
Spin multiplicity: 1

The geometry in XYZ format:
```
60
C25H27N3O4S wB97M-V/def2-TZVPD
C 0.412 -3.023 -0.123
C 1.819 -2.588 -0.416
C 2.396 -2.944 -1.628
C 3.697 -2.587 -1.932
C 4.451 -1.888 -1.011
C 3.887 -1.521 0.205
C 2.557 -1.840 0.504
C 1.957 -1.384 1.806
H 2.232 -0.349 2.015
H 0.873 -1.441 1.779
H 2.307 -2.006 2.631
N 4.698 -0.823 1.112
S 5.338 0.663 0.656
O 6.220 0.481 -0.451
O 5.834 1.246 1.866
C 3.850 1.505 0.130
C 3.375 1.298 -1.151
C 2.124 1.782 -1.491
C 1.365 2.469 -0.549
C 1.878 2.709 0.721
C 3.122 2.211 1.067
H 3.545 2.363 2.048
H 1.297 3.274 1.435
C 0.010 3.011 -0.912
O -0.152 4.181 -1.201
N -0.990 2.104 -0.915
C -0.900 0.757 -0.403
H 0.140 0.487 -0.222
C -1.716 0.664 0.899
N -3.080 1.090 0.714
C -4.130 0.201 0.513
C -5.429 0.636 0.793
C -6.531 -0.182 0.650
C -6.369 -1.492 0.237
C -5.094 -1.955 -0.029
C -3.983 -1.135 0.094
O -2.739 -1.642 -0.215
H -2.844 -2.562 -0.486
H -4.949 -2.977 -0.358
H -7.217 -2.148 0.125
H -7.514 0.201 0.875
H -5.569 1.645 1.151
C -3.149 2.431 0.176
C -2.355 2.533 -1.136
H -2.330 3.564 -1.493
H -2.811 1.889 -1.895
H -4.183 2.713 -0.011
H -2.718 3.126 0.906
H -1.697 -0.351 1.290
H -1.259 1.333 1.641
H -1.326 0.070 -1.142
H 1.730 1.622 -2.483
H 3.988 0.763 -1.857
H 4.350 -0.777 2.057
H 5.472 -1.609 -1.210
H 4.130 -2.870 -2.880
H 1.819 -3.514 -2.341
H 0.061 -3.692 -0.905
H 0.363 -3.553 0.827
H -0.264 -2.170 -0.076
```


Entry 4:
Formula: C12H14N4O2
Source: OMol25
Level of theory: wB97M-V/def2-TZVPD

Energy relative to the best compared isomer or geometry (same formula, charge and spin): 13.413 eV
Spin multiplicity: 1

The geometry in XYZ format:
```
32
C12H14N4O2 wB97M-V/def2-TZVPD
C 5.032 -0.094 -0.458
H 5.862 -0.373 -0.067
H 4.330 0.521 0.153
H 5.234 0.571 -1.443
O 4.350 -1.015 -0.955
C 3.361 -1.017 -1.629
O 3.144 -0.001 -2.051
C 2.466 -2.310 -1.962
H 3.135 -3.123 -2.344
H 1.627 -2.086 -2.511
C 1.899 -2.952 -0.526
N 1.271 -1.740 -0.014
N 1.855 -0.567 0.868
N 0.868 0.024 1.219
C -0.218 -0.206 0.478
N 0.051 -1.440 0.013
C -1.427 0.590 0.790
C -1.476 1.630 1.518
C -2.875 2.297 1.453
C -3.853 1.776 0.947
C -3.753 0.728 0.019
C -2.526 -0.183 0.101
H -2.582 -1.025 -0.551
H -4.617 0.210 -0.277
C -5.241 2.598 0.670
H -6.086 2.040 0.686
H -5.226 3.201 2.011
H -5.224 3.382 0.186
H -2.683 3.188 2.202
H -0.662 1.994 2.031
H 1.176 -3.663 -0.642
H 2.786 -2.953 0.084
```


Entry 5:
Formula: C3H2CsFO2
Source: OMol25
Level of theory: wB97M-V/def2-TZVPD

<S²>: 0.75
Total charge: +1
Energy relative to the best compared isomer or geometry (same formula, charge and spin): 2.589 eV
Spin multiplicity: 2

The geometry in XYZ format:
```
9
C3H2CsFO2 wB97M-V/def2-TZVPD
O -0.353 -1.972 1.542
H 1.548 -0.413 -1.066
O -0.821 0.951 -0.198
C 0.030 0.270 -0.774
C 0.973 -0.570 0.039
C 0.338 -1.768 0.623
F 1.769 0.063 0.936
Cs -3.330 3.502 0.717
H -0.154 -0.063 -1.820
```